Density functional theory data (the ωB97M-V functional and the def2-TZVPD basis) for a cluster of 3 separate species, C16H39BO6 in total at a distorted geometry.

XYZ file:
```
62
Properties=species:S:1:pos:R:3:mulliken_charge:R:1
C -1.83860 -3.90991 2.17680 -0.89
O -1.15222 -2.90980 1.44157 -0.26
C -0.49201 -3.42090 0.28472 -0.57
C -0.64562 -2.46159 -0.90174 -0.23
O -1.96366 -2.40473 -1.45982 -0.47
C -2.98186 -1.80550 -0.65006 -0.37
C -2.82473 -0.28788 -0.43352 -0.17
O -1.73596 -0.00986 0.43540 -0.27
C -0.97242 1.11380 0.02415 -0.56
H -1.12992 -4.50829 2.75118 0.31
H -2.52614 -3.41049 2.86785 0.24
H -2.43593 -4.55106 1.51858 0.40
H -0.87840 -4.40731 0.00388 0.37
H 0.56928 -3.52042 0.53492 0.38
H -0.00305 -2.83075 -1.70926 0.44
H -0.28090 -1.46298 -0.66373 0.02
H -3.09039 -2.33602 0.29815 0.04
H -3.91866 -1.96469 -1.18972 0.49
H -3.73213 0.10017 0.03797 0.43
H -2.70072 0.19507 -1.40810 -0.03
H -0.74000 1.06783 -1.04471 0.25
H -0.02609 1.10070 0.57249 0.12
H -1.50759 2.03826 0.25772 0.31
C 5.55762 2.59733 5.29780 -0.83
O 4.41718 1.92161 4.79314 -0.27
C 3.58683 2.75380 3.98481 -0.65
C 3.06845 1.98718 2.76206 -0.09
O 4.05959 1.70495 1.76712 -0.48
C 5.07484 0.75761 2.11832 -0.27
C 4.57775 -0.69235 2.27733 -0.53
O 3.80108 -0.83534 3.45804 -0.32
C 2.66218 -1.66242 3.27474 -0.73
H 5.27375 3.24913 6.12532 0.32
H 6.26369 1.84391 5.66317 0.23
H 6.06158 3.17257 4.51279 0.38
H 4.12068 3.65024 3.64930 0.35
H 2.73877 3.06422 4.60390 0.38
H 2.32833 2.62361 2.26361 0.39
H 2.53674 1.08067 3.04913 0.02
H 5.63157 1.08859 2.99744 0.07
H 5.78859 0.77091 1.29096 0.42
H 5.44175 -1.35697 2.36680 0.40
H 4.01179 -0.96985 1.38229 0.31
H 2.11607 -1.39239 2.36509 0.25
H 1.99103 -1.50984 4.12483 0.28
H 2.96194 -2.71340 3.24070 0.37
B -4.62352 -0.38238 -6.37691 0.19
C -4.91587 1.18488 -5.85602 -0.69
C -4.27804 1.36936 -4.34890 -0.20
C -3.01206 2.40746 -4.26357 -0.42
C -1.65673 1.56241 -4.66178 -0.63
H -4.33868 -0.62931 -7.51338 -0.06
H -4.66085 -1.31798 -5.64922 -0.06
H -4.39471 1.87207 -6.67864 0.21
H -6.09657 1.35427 -5.88086 0.27
H -5.10287 1.72932 -3.59286 0.29
H -3.85048 0.29664 -4.04717 0.03
H -3.14844 3.41172 -4.84852 0.37
H -2.89675 2.69955 -3.11204 0.21
H -1.98068 0.72595 -5.44242 0.15
H -1.30201 0.95922 -3.69931 0.07
H -0.80581 2.20941 -5.14178 0.29
```

Summary:
orbital gap	0.3468	hartree
total energy	-1109.056403	Eh
SMILES	COCCOCCOC.COCCOCCOC.BCCCC

Density functional theory data (the ωB97M-V functional and the def2-TZVPD basis) for a cluster of 8 separate species, C16H39N2O7S in total at a distorted geometry.

XYZ file:
```
65
Properties=species:S:1:pos:R:3:mulliken_charge:R:1
C 2.17229 -2.38991 1.21310 -0.92
C 1.29210 -1.65415 0.36322 0.04
C 0.52340 -1.04635 -0.99171 -0.02
C 0.55070 0.59147 -1.00908 -0.17
C -0.45492 1.32608 0.05267 -0.45
C -1.88426 0.54670 0.23636 0.47
C -2.55064 0.01396 1.63079 -0.36
N -3.80625 -0.70859 1.91756 -0.35
N -4.58303 -1.05838 0.86198 0.05
C -4.17920 -0.67568 -0.51509 0.24
S -5.37674 -1.25445 -1.88926 -0.25
C -2.87981 0.14726 -1.05333 -0.28
H 2.77500 -3.18192 1.84716 0.38
H 1.07655 -1.39277 -1.99152 0.28
H -0.56990 -1.51579 -1.08923 0.27
H 0.40074 0.94094 -2.12635 -0.08
H 1.66013 0.90934 -0.70804 0.40
H 0.08522 1.46928 1.10642 0.21
H -0.67873 2.40492 -0.35857 0.36
H -1.89377 0.25889 2.59980 0.32
H -5.47469 -1.60879 1.04547 0.30
H -5.42086 -2.68501 -1.88332 0.22
H -2.63342 0.43435 -2.16887 0.44
C 0.50922 0.39958 -5.19247 -0.53
O -0.23052 0.98087 -4.13449 -0.50
H 0.74244 -0.63645 -4.93560 0.26
H -0.08581 0.42032 -6.10876 0.11
H 1.43915 0.95505 -5.33642 0.32
H -0.42263 1.89893 -4.39079 0.28
C -4.51732 0.06686 5.85647 -0.29
O -5.82846 -0.23013 5.41246 -0.51
H -4.56957 0.48252 6.86555 0.30
H -3.92087 -0.84861 5.87239 0.12
H -4.06177 0.79977 5.18614 0.13
H -5.75016 -0.59693 4.51537 0.27
C 5.26075 -1.20371 -1.05304 -0.20
O 4.83950 -0.83661 0.24782 -0.48
H 5.96706 -0.45619 -1.42192 0.03
H 5.75208 -2.17906 -1.01628 0.27
H 4.39566 -1.24433 -1.71938 0.14
H 4.21421 -1.51777 0.54858 0.21
C 8.62892 1.04020 -2.19485 -0.54
O 7.31778 0.74321 -2.63887 -0.50
H 8.57667 1.45587 -1.18578 0.22
H 9.22536 0.12474 -2.17893 0.26
H 9.08446 1.77311 -2.86519 0.26
H 7.39608 0.37642 -3.53595 0.28
C -1.33925 2.35908 -8.10592 -0.52
O -1.76050 2.72618 -6.80506 -0.48
H -0.63294 3.10661 -8.47480 0.22
H -0.84792 1.38373 -8.06916 0.23
H -2.20434 2.31846 -8.77226 0.26
H -2.38579 2.04502 -6.50430 0.30
C -0.01940 2.68841 4.36592 -0.57
O -1.29167 2.07174 4.29182 -0.44
H 0.33248 2.89975 3.35337 0.17
H -0.09905 3.62433 4.92431 0.30
H 0.68473 2.01510 4.86077 0.29
H -1.57782 1.89635 5.20439 0.27
C -1.82770 -3.63634 6.66865 -0.58
O -1.54735 -2.58293 5.76522 -0.47
H -1.43786 -3.37208 7.65451 0.22
H -2.90850 -3.78348 6.73417 0.28
H -1.34462 -4.55318 6.32212 0.25
H -1.90470 -2.84579 4.89999 0.27
```

Summary:
total charge	+1
orbital gap	0.2292	hartree
total energy	-1666.594595	Eh

Density functional theory data (the ωB97M-V functional and the def2-TZVPD basis) for a cluster of 5 separate species, C16H39NO13S2 in total.

XYZ file:
```
71
Properties=species:S:1:pos:R:3:mulliken_charge:R:1
C 1.33811 2.24520 6.35512 -1.24
C 0.80348 1.78112 4.98823 -0.12
C 1.20224 2.70697 3.83922 -0.52
O 1.53405 1.97676 2.64219 -0.44
C 0.73515 2.13058 1.50173 1.44
C 0.65449 3.60759 1.02715 -1.24
O -0.49886 4.32160 1.45603 -0.23
N -1.33060 4.49224 0.31558 0.31
O -2.40014 4.82303 0.61466 -0.39
C 1.38902 1.29788 0.37746 -2.05
C 1.09507 -0.22261 0.38175 0.75
C 0.28993 -0.60353 -0.88582 -0.57
C -0.38455 -1.99173 -0.95178 -1.34
C -1.91483 -1.94876 -1.11245 -0.85
C -2.69274 -1.77733 0.20018 -0.50
S -4.22724 -2.65504 0.13442 1.39
O -4.00784 -4.02682 0.49495 -0.62
O -4.89917 -2.34779 -1.09142 -0.66
O -5.05304 -1.99875 1.33794 -0.50
C 0.54685 -0.65205 1.72590 -1.35
O -0.73294 -0.03795 2.04878 -0.38
S -0.96875 1.50089 1.76092 1.51
O -1.64520 1.63271 0.49914 -0.53
O -1.57890 2.02422 2.94446 -0.72
H 1.74162 3.26051 6.30524 0.36
H 2.14567 1.60314 6.71044 0.31
H 0.55702 2.24721 7.11502 0.31
H 1.18809 0.78378 4.75884 0.16
H -0.28068 1.69311 5.02627 0.26
H 2.10609 3.26115 4.10692 0.50
H 0.41222 3.42910 3.62669 0.28
H 1.53678 4.11212 1.42577 0.42
H 0.67346 3.64030 -0.06237 0.50
H 2.46167 1.47525 0.46881 0.38
H 1.07219 1.70119 -0.58440 0.55
H 2.05744 -0.74162 0.31070 0.33
H -0.44942 0.17128 -1.10098 0.05
H 1.01858 -0.54049 -1.70004 0.61
H -0.10803 -2.62032 -0.10011 0.51
H -0.00526 -2.51841 -1.83083 0.37
H -2.24735 -2.86217 -1.61235 0.61
H -2.18192 -1.12888 -1.78239 0.25
H -2.13675 -2.16602 1.05374 0.39
H -2.91234 -0.72598 0.39117 0.23
H -4.62963 -1.19271 1.65871 0.38
H 1.24734 -0.38024 2.51420 0.40
H 0.36929 -1.72432 1.79193 0.61
C 4.06513 -0.80829 -1.89119 -0.25
O 4.10096 0.46841 -1.24616 -0.44
H 3.25479 -1.37416 -1.43670 0.15
H 3.87571 -0.71170 -2.96095 0.01
H 4.99912 -1.35398 -1.73321 0.32
H 4.81556 0.97127 -1.64413 0.28
C 4.42709 0.16051 -6.08028 -0.54
O 3.51794 -0.59059 -5.28505 -0.48
H 5.16492 0.58521 -5.40289 0.21
H 4.94513 -0.46875 -6.80802 0.27
H 3.92667 0.97717 -6.60631 0.26
H 2.85717 -0.97531 -5.86643 0.27
C -1.10360 3.54857 -3.37194 -0.70
O -1.41034 2.56311 -2.39934 -0.33
H -0.29421 3.15267 -3.98254 0.24
H -1.95592 3.76217 -4.02301 0.28
H -0.76821 4.48291 -2.91053 0.28
H -2.11499 2.89676 -1.83765 0.22
C -4.06672 -7.69069 -0.59745 -0.52
O -2.92205 -6.89248 -0.85345 -0.49
H -3.83894 -8.69650 -0.94542 0.24
H -4.30110 -7.73507 0.46973 0.24
H -4.94570 -7.32568 -1.13571 0.23
H -3.11807 -6.00102 -0.54677 0.31
```

Summary:
orbital gap	0.3629	hartree
total energy	-2462.088475	Eh
SMILES	CCCO[C@@]1(CON=O)C[C@H](CCCCS(=O)(=O)O)COS1(=O)=O.CO.CO.CO.CO

Please write out number 2 again, unchanged.
Density functional theory data (the ωB97M-V functional and the def2-TZVPD basis) for a cluster of 8 separate species, C16H39N2O7S in total at a distorted geometry.

XYZ file:
```
65
Properties=species:S:1:pos:R:3:mulliken_charge:R:1
C 2.17229 -2.38991 1.21310 -0.92
C 1.29210 -1.65415 0.36322 0.04
C 0.52340 -1.04635 -0.99171 -0.02
C 0.55070 0.59147 -1.00908 -0.17
C -0.45492 1.32608 0.05267 -0.45
C -1.88426 0.54670 0.23636 0.47
C -2.55064 0.01396 1.63079 -0.36
N -3.80625 -0.70859 1.91756 -0.35
N -4.58303 -1.05838 0.86198 0.05
C -4.17920 -0.67568 -0.51509 0.24
S -5.37674 -1.25445 -1.88926 -0.25
C -2.87981 0.14726 -1.05333 -0.28
H 2.77500 -3.18192 1.84716 0.38
H 1.07655 -1.39277 -1.99152 0.28
H -0.56990 -1.51579 -1.08923 0.27
H 0.40074 0.94094 -2.12635 -0.08
H 1.66013 0.90934 -0.70804 0.40
H 0.08522 1.46928 1.10642 0.21
H -0.67873 2.40492 -0.35857 0.36
H -1.89377 0.25889 2.59980 0.32
H -5.47469 -1.60879 1.04547 0.30
H -5.42086 -2.68501 -1.88332 0.22
H -2.63342 0.43435 -2.16887 0.44
C 0.50922 0.39958 -5.19247 -0.53
O -0.23052 0.98087 -4.13449 -0.50
H 0.74244 -0.63645 -4.93560 0.26
H -0.08581 0.42032 -6.10876 0.11
H 1.43915 0.95505 -5.33642 0.32
H -0.42263 1.89893 -4.39079 0.28
C -4.51732 0.06686 5.85647 -0.29
O -5.82846 -0.23013 5.41246 -0.51
H -4.56957 0.48252 6.86555 0.30
H -3.92087 -0.84861 5.87239 0.12
H -4.06177 0.79977 5.18614 0.13
H -5.75016 -0.59693 4.51537 0.27
C 5.26075 -1.20371 -1.05304 -0.20
O 4.83950 -0.83661 0.24782 -0.48
H 5.96706 -0.45619 -1.42192 0.03
H 5.75208 -2.17906 -1.01628 0.27
H 4.39566 -1.24433 -1.71938 0.14
H 4.21421 -1.51777 0.54858 0.21
C 8.62892 1.04020 -2.19485 -0.54
O 7.31778 0.74321 -2.63887 -0.50
H 8.57667 1.45587 -1.18578 0.22
H 9.22536 0.12474 -2.17893 0.26
H 9.08446 1.77311 -2.86519 0.26
H 7.39608 0.37642 -3.53595 0.28
C -1.33925 2.35908 -8.10592 -0.52
O -1.76050 2.72618 -6.80506 -0.48
H -0.63294 3.10661 -8.47480 0.22
H -0.84792 1.38373 -8.06916 0.23
H -2.20434 2.31846 -8.77226 0.26
H -2.38579 2.04502 -6.50430 0.30
C -0.01940 2.68841 4.36592 -0.57
O -1.29167 2.07174 4.29182 -0.44
H 0.33248 2.89975 3.35337 0.17
H -0.09905 3.62433 4.92431 0.30
H 0.68473 2.01510 4.86077 0.29
H -1.57782 1.89635 5.20439 0.27
C -1.82770 -3.63634 6.66865 -0.58
O -1.54735 -2.58293 5.76522 -0.47
H -1.43786 -3.37208 7.65451 0.22
H -2.90850 -3.78348 6.73417 0.28
H -1.34462 -4.55318 6.32212 0.25
H -1.90470 -2.84579 4.89999 0.27
```

Summary:
total charge	+1
orbital gap	0.2292	hartree
total energy	-1666.594595	Eh

> What is the formula in the first record?

C16H39BO6